ORCA calculation (ωB97M-V with the def2-TZVPD basis set) on a cluster of 11 separate species, C29H79NO11 in total.

```
120
Properties=species:S:1:pos:R:3:forces:R:3:lowdin_charge:R:1
C 5.189 1.478 -6.718 0.1893 0.6198 -0.3635 -0.028
C 5.031 0.216 -7.625 2.1202 -1.0954 0.3475 -0.465
C 5.891 0.363 -8.924 0.1373 0.4343 1.3032 -0.029
C 5.663 -1.040 -6.888 1.4361 1.3999 -1.0679 -0.167
C 4.881 -1.588 -5.801 -0.6499 -1.0605 0.2160 -0.235
C 3.498 -1.917 -6.286 0.4390 -0.5323 0.8872 -0.158
C 2.779 -0.817 -7.097 -0.2216 -1.1225 0.5056 -0.475
C 1.671 -1.603 -7.829 -0.1251 0.6887 0.7974 -0.031
C 2.175 0.166 -6.066 0.2540 -0.0775 -0.5930 -0.014
N 3.707 -0.158 -8.067 0.1629 -2.1569 0.8482 -0.113
O 3.097 0.889 -8.757 -0.5579 -0.0036 0.2192 -0.003
H 4.871 1.454 -5.676 -0.5518 -0.5603 -0.1310 0.066
H 6.220 1.810 -6.596 0.4105 -0.5466 -0.3809 0.076
H 4.754 2.366 -7.175 -0.4833 -0.1055 -0.1095 0.078
H 6.879 0.629 -8.546 0.1609 0.5466 -0.3373 0.076
H 6.075 -0.583 -9.433 -0.6825 -0.0142 -0.0742 0.078
H 5.460 1.125 -9.573 0.2858 -0.0921 -0.0866 0.079
H 5.948 -1.824 -7.589 -0.6982 -0.0662 -0.4747 0.120
H 6.640 -0.884 -6.429 0.3550 1.1840 -0.3545 0.123
H 5.370 -2.537 -5.580 -0.0837 -0.0536 0.7188 0.122
H 4.849 -0.975 -4.900 0.1461 0.1677 -0.0196 0.116
H 3.065 -2.191 -5.323 -1.4121 0.3756 -0.2298 0.123
H 3.524 -2.887 -6.784 0.0741 0.2159 -0.6460 0.117
H 2.055 -2.467 -8.372 0.0911 0.5870 -0.6380 0.085
H 1.026 -0.897 -8.352 0.0053 -0.4388 -0.5789 0.083
H 1.068 -2.068 -7.049 -0.2181 0.1414 0.1606 0.080
H 1.281 -0.217 -5.576 0.1689 -0.2268 -0.0119 0.092
H 1.853 1.078 -6.570 -0.0219 0.3745 0.3591 0.074
H 2.954 0.377 -5.333 -0.3005 0.3366 0.0667 0.074
H 2.492 1.175 -8.068 -0.4304 1.0817 -0.3300 0.055
C 0.281 -9.889 -1.666 1.5049 0.5256 1.8726 -0.072
C 1.254 -9.258 -0.574 -0.6189 -0.9204 -2.3384 -0.340
O 0.571 -8.808 0.542 -0.5459 0.2513 0.9770 -0.070
H -0.636 -9.320 -1.517 -0.1578 -0.3035 -0.7765 0.070
H 0.189 -10.958 -1.474 -0.4630 0.1165 -0.1005 0.060
H 0.853 -9.738 -2.582 -0.7506 -0.0309 -0.3909 0.062
H 1.697 -8.438 -1.140 0.5648 0.1120 0.4760 0.102
H 1.964 -10.050 -0.337 0.4284 0.3546 0.2795 0.102
H 0.803 -7.895 0.729 0.0384 -0.1008 0.0039 0.087
C 6.966 5.095 0.862 -1.1202 1.5801 0.1241 -0.095
C 6.330 4.895 2.245 2.9878 -1.4477 -0.5246 -0.331
O 6.821 5.792 3.190 -1.0848 2.6782 1.0073 -0.089
H 7.950 5.560 0.919 0.6112 -1.1987 0.2030 0.071
H 6.498 5.959 0.391 -0.7349 -0.1782 -0.3878 0.064
H 6.794 4.202 0.262 0.5999 0.1783 -0.1904 0.074
H 6.834 4.008 2.628 -1.2427 -1.2726 -0.4395 0.102
H 5.245 4.851 2.151 0.1411 0.1329 0.6568 0.117
H 7.707 5.618 3.518 -0.1598 -0.4717 -0.4501 0.087
C -8.356 -0.391 2.616 0.7796 0.8391 1.8465 -0.064
C -8.272 -0.167 4.188 0.4714 -1.5878 -1.1415 -0.335
O -9.424 -0.428 4.873 -3.6210 0.6510 1.0320 -0.094
H -8.718 -1.381 2.340 -0.0091 0.0619 0.1609 0.065
H -7.319 -0.271 2.304 -0.0164 -0.1413 -0.4680 0.059
H -8.949 0.396 2.149 -0.1102 -0.1415 0.0230 0.064
H -8.002 0.849 4.478 0.3536 -0.0933 -0.3534 0.113
H -7.685 -0.929 4.699 1.9043 0.4124 -0.8972 0.105
H -9.727 -1.335 4.791 0.2534 -0.0051 -0.2024 0.088
C -1.191 -0.964 1.591 -0.0586 -1.7730 -0.5704 -0.111
C -1.350 0.244 2.429 0.4812 0.1069 1.2429 -0.309
O -1.552 -0.253 3.789 -0.2608 0.5445 -0.8573 -0.093
H -0.627 -0.862 0.664 -0.3867 0.4357 -0.1367 0.078
H -2.174 -1.407 1.431 -0.1427 0.2194 -0.5677 0.076
H -0.705 -1.808 2.082 0.4601 0.4001 0.5718 0.076
H -2.180 0.837 2.045 -0.2819 0.0491 0.3332 0.107
H -0.478 0.897 2.432 0.2131 -0.0566 -0.0915 0.106
H -1.797 0.494 4.341 -0.0271 0.0717 0.0897 0.070
C -0.600 8.888 -0.611 0.0636 0.4767 1.4706 -0.108
C -0.072 7.471 -0.264 -1.1725 2.2017 -1.9053 -0.288
O 0.491 7.013 -1.496 0.7170 -0.9699 0.7196 -0.095
H -1.100 9.303 0.265 -0.2315 0.0477 0.2125 0.061
H -1.331 8.958 -1.416 0.1627 -0.4664 -0.1567 0.069
H 0.205 9.599 -0.796 0.1658 -0.2544 -0.3228 0.069
H -0.954 6.921 0.064 0.3334 -0.6231 0.1281 0.102
H 0.676 7.571 0.522 0.1086 -0.4761 -0.2888 0.111
H -0.209 6.810 -2.122 -0.1510 0.0572 0.1410 0.079
C 7.846 -3.468 1.714 1.4175 -0.9665 -0.5068 -0.112
C 6.570 -2.912 2.161 -0.2957 0.9596 1.5812 -0.361
O 5.617 -3.956 2.169 -0.8266 0.2112 -0.2979 -0.072
H 7.557 -4.093 0.869 0.7191 0.0343 -0.3453 0.083
H 8.274 -4.122 2.474 -0.2068 -0.2890 0.1060 0.075
H 8.671 -2.785 1.510 -0.3464 0.3164 -0.4143 0.079
H 6.250 -2.041 1.590 -0.4223 -0.4365 -0.4744 0.114
H 6.691 -2.504 3.165 -0.1474 0.0770 0.3227 0.108
H 5.686 -4.458 2.984 0.1037 0.0918 0.0263 0.086
C -6.375 5.598 -3.185 0.2131 1.3763 0.0609 -0.110
C -5.914 4.330 -3.803 -2.1429 -0.1917 0.3523 -0.375
O -4.777 4.576 -4.568 1.0312 -0.8308 0.0315 -0.054
H -5.653 5.895 -2.425 -0.2543 0.2176 0.2149 0.076
H -7.402 5.606 -2.817 0.1227 -0.2524 0.2502 0.078
H -6.322 6.344 -3.977 -0.1382 0.3261 0.0786 0.073
H -6.785 3.955 -4.341 0.2231 -0.2627 -0.8507 0.108
H -5.850 3.600 -2.996 1.2293 -0.3262 -0.2397 0.113
H -4.996 4.861 -5.458 -0.2783 -0.0528 0.1066 0.092
C -1.074 -2.720 10.199 -1.1101 0.5279 -0.1323 -0.079
C -2.108 -3.319 9.228 -0.0657 0.9627 0.4226 -0.347
O -1.431 -3.801 8.129 1.0235 -1.2834 -1.7332 -0.083
H -0.722 -1.760 9.821 0.1307 -0.0294 -0.2437 0.065
H -0.211 -3.378 10.292 -0.2580 -0.1018 0.2295 0.075
H -1.556 -2.470 11.144 0.2411 -0.3110 0.3004 0.066
H -2.791 -2.612 8.757 -0.4477 0.6403 1.0933 0.108
H -2.732 -4.101 9.661 0.2702 -0.1728 0.1757 0.109
H -1.415 -3.094 7.479 0.2144 -0.2315 -0.1309 0.086
C -6.177 -7.762 2.016 0.4828 -0.1910 -1.2402 -0.102
C -5.126 -7.326 2.990 -0.8990 -0.9229 0.8662 -0.321
O -5.950 -6.867 4.076 1.2936 0.2765 0.3197 -0.091
H -6.690 -6.881 1.630 -0.0279 -0.2062 -0.3165 0.077
H -6.921 -8.432 2.447 0.1444 0.2617 0.5542 0.079
H -5.724 -8.381 1.242 -0.0234 0.3966 -0.5180 0.072
H -4.356 -6.605 2.713 -0.5432 0.5397 -0.6083 0.110
H -4.516 -8.185 3.270 -0.1326 -0.3770 0.4193 0.103
H -5.311 -6.586 4.735 -0.2896 0.2282 0.5258 0.075
C -4.342 6.932 5.970 0.4378 0.4080 0.3058 -0.092
C -4.589 6.900 7.477 -0.3429 -1.3381 -1.4895 -0.373
O -5.032 8.117 7.915 -0.3371 2.1727 0.4017 -0.059
H -5.204 7.298 5.411 -0.1797 -0.1696 0.1933 0.074
H -4.120 5.904 5.686 0.1064 0.1001 -0.3234 0.071
H -3.519 7.600 5.714 0.1937 -0.1463 -0.0256 0.070
H -3.690 6.553 7.986 -0.0284 -0.1540 0.1737 0.113
H -5.413 6.188 7.525 0.0809 -0.5668 0.7864 0.104
H -5.050 8.208 8.870 0.0694 -0.3064 -0.0232 0.091
```
Positions in Å, forces in eV/Å.

Frontier orbital gap ... 8.49 eV
SMILES ... CC1(C)CCCC(C)(C)N1O.CCO.CCO.CCO.CCO.CCO.CCO.CCO.CCO.CCO.CCO
Energy relative to the best compared isomer or geometry (same formula, charge and spin) ... 561.4 kJ/mol
E_tot ... -55357.8305 eV
Max |F| ... 3.82 eV/A
Charge ... 0